Entry 1:
The following is a DFT calculation (the ωB97M-V functional and the def2-TZVPD basis) of the molecule C21H28N2O4.

Bonds (Å) are listed after each position.
Positions of all 55 atoms, in Å:
1 O 1.794 -4.286 1.992  C2 1.219
2 C 1.038 -3.345 2.160  O1 1.219, N3 1.354, C10 1.491
3 N 0.360 -3.154 3.316  C2 1.354, C4 1.440, H28 1.007
4 C 0.318 -4.138 4.367  N3 1.440, C5 1.538, H29 1.093, H30 1.091
5 C -1.001 -4.928 4.329  C4 1.538, C6 1.542, O9 1.426, H31 1.100
6 C -1.172 -5.753 3.037  C5 1.542, C7 1.529, H32 1.090, H33 1.087
7 C -2.261 -5.001 2.270  C6 1.529, C8 1.527, H34 1.091, H35 1.087
8 C -3.044 -4.355 3.411  C7 1.527, O9 1.412, H36 1.100, H37 1.092
9 O -2.080 -3.997 4.379  C5 1.426, C8 1.412
10 C 0.838 -2.296 1.120  C2 1.491, C11 1.389, C27 1.395
11 C -0.316 -1.530 1.002  C10 1.389, C12 1.384, H38 1.081
12 C -0.447 -0.587 -0.002  C11 1.384, C13 1.392, H39 1.079
13 C 0.583 -0.390 -0.918  C12 1.392, O14 1.356, C26 1.399
14 O 0.575 0.493 -1.947  C13 1.356, C15 1.419
15 C -0.509 1.390 -2.125  O14 1.419, C16 1.531, C25 1.535, H40 1.100
16 C -0.415 1.921 -3.559  C15 1.531, C17 1.528, H41 1.090, H42 1.091
17 C 0.830 2.792 -3.724  C16 1.528, N18 1.449, H43 1.091, H44 1.094
18 N 0.832 3.869 -2.755  C17 1.449, C19 1.358, C24 1.442
19 C 0.541 5.131 -3.164  N18 1.358, O20 1.217, C21 1.501
20 O 0.311 5.388 -4.332  C19 1.217
21 C 0.555 6.191 -2.101  C19 1.501, C22 1.499, C23 1.507, H45 1.083
22 C 0.019 7.542 -2.467  C21 1.499, C23 1.493, H46 1.079, H47 1.079
23 C -0.767 6.661 -1.553  C21 1.507, C22 1.493, H48 1.080, H49 1.080
24 C 0.824 3.392 -1.394  N18 1.442, C25 1.533, H50 1.088, H51 1.096
25 C -0.434 2.558 -1.132  C15 1.535, C24 1.533, H52 1.091, H53 1.091
26 C 1.738 -1.172 -0.812  C13 1.399, C27 1.374, H54 1.079
27 C 1.856 -2.111 0.185  C10 1.395, C26 1.374, H55 1.079
28 H -0.323 -2.418 3.389  N3 1.007
29 H 0.406 -3.631 5.332  C4 1.093
30 H 1.161 -4.816 4.227  C4 1.091
31 H -1.044 -5.575 5.217  C5 1.100
32 H -1.504 -6.763 3.278  C6 1.090
33 H -0.240 -5.815 2.481  C6 1.087
34 H -1.818 -4.237 1.630  C7 1.091
35 H -2.880 -5.655 1.661  C7 1.087
36 H -3.759 -5.073 3.840  C8 1.100
37 H -3.582 -3.449 3.125  C8 1.092
38 H -1.149 -1.669 1.677  C11 1.081
39 H -1.363 -0.020 -0.061  C12 1.079
40 H -1.461 0.852 -2.006  C15 1.100
41 H -0.369 1.083 -4.253  C16 1.090
42 H -1.306 2.511 -3.777  C16 1.091
43 H 0.853 3.240 -4.719  C17 1.091
44 H 1.725 2.183 -3.572  C17 1.094
45 H 1.398 6.150 -1.423  C21 1.083
46 H 0.507 8.414 -2.059  C22 1.079
47 H -0.332 7.660 -3.481  C22 1.079
48 H -1.663 6.199 -1.942  C23 1.080
49 H -0.824 6.912 -0.504  C23 1.080
50 H 0.863 4.223 -0.693  C24 1.088
51 H 1.708 2.760 -1.244  C24 1.096
52 H -0.408 2.183 -0.108  C25 1.091
53 H -1.321 3.181 -1.254  C25 1.091
54 H 2.524 -1.021 -1.535  C26 1.079
55 H 2.741 -2.724 0.264  C27 1.079

Values from the calculation:
- SMILES = O=C(NC[C@@H]1CCCO1)c1ccc(OC2CCN(C(=O)C3CC3)CC2)cc1
- 2S+1 = 1
- HOMO level (eV) = -8.8039
- electronic energy (eV) = -33401.954
- HOMO-LUMO gap (eV) = 9.4

Here are the natural (NBO) charges for atoms 1 to 8, given in e:
1. O -0.637
2. C 0.663
3. N -0.610
4. C -0.241
5. C 0.092
6. C -0.448
7. C -0.429
8. C -0.064

***

Entry 2:
The following is a DFT calculation (the ωB97M-V functional and the def2-TZVPD basis) of a cluster of 2 separate species, C5H13BNO2 in total at a distorted geometry.

Bonds (Å) are listed after each position.
Positions of all 22 atoms, in Å:
1 B 2.404 0.466 0.029  C6 1.568, O8 1.357, O9 1.364
2 C -1.760 1.841 -0.890  C3 1.329, H10 1.096, H11 1.074
3 C -1.553 0.817 -0.070  C2 1.329, C4 1.563, N7 1.409
4 C -2.298 -0.552 -0.180  C3 1.563, H12 1.035, H13 1.160, H14 1.057
5 C 1.003 -1.839 0.195  C6 1.502, H15 1.141, H16 1.107, H17 1.066
6 C 1.141 -0.416 -0.265  B1 1.568, C5 1.502, H18 1.101
7 N -0.423 0.819 0.773  C3 1.409, H19 1.067, H20 1.032
8 O 2.236 1.718 0.527  B1 1.357, H21 0.949
9 O 3.639 -0.111 -0.001  B1 1.364, H22 0.947
10 H -1.220 2.779 -1.061  C2 1.096
11 H -2.527 1.710 -1.631  C2 1.074
12 H -2.965 -0.725 0.591  C4 1.035
13 H -1.450 -1.335 -0.059  C4 1.160
14 H -2.743 -0.599 -1.138  C4 1.057
15 H 1.446 -2.015 1.231  C5 1.141
16 H 1.144 -2.604 -0.594  C5 1.107
17 H -0.016 -2.104 0.355  C5 1.066
18 H 0.893 -0.351 -1.335  C6 1.101
19 H -0.276 0.248 1.662  N7 1.067
20 H 0.157 1.668 0.688  N7 1.032
21 H 2.970 2.308 0.406  O8 0.949
22 H 4.549 0.140 0.071  O9 0.947

Values from the calculation:
- 2S+1 = 1
- HOMO level (alpha / beta) (eV) = -13.0894 / -13.0901
- electronic energy (eV) = -11650.506
- charge = +1
- HOMO-LUMO gap (alpha / beta) (eV) = 7.8 / 7.8

Here are the natural (NBO) charges for atoms 1 to 8, given in e:
1. B 1.062
2. C -0.401
3. C 0.143
4. C -0.617
5. C -0.714
6. C -0.125
7. N -0.666
8. O -0.899

***

Entry 3:
The following is a DFT calculation (the ωB97M-V functional and the def2-TZVPD basis) of the molecule C23H31N3O3.

Bonds (Å) are listed after each position.
Positions of all 60 atoms, in Å:
1 C -0.840 -5.787 -7.211  C2 1.524, H30 1.087, H31 1.088, H32 1.087
2 C -0.982 -4.273 -7.113  C1 1.524, C3 1.529, H33 1.092, H34 1.091
3 C -0.016 -3.643 -6.109  C2 1.529, C4 1.526, H35 1.091, H36 1.092
4 C -0.406 -3.913 -4.659  C3 1.526, O5 1.413, H37 1.100, H38 1.101
5 O -1.640 -3.276 -4.400  C4 1.413, C6 1.406
6 C -2.236 -3.606 -3.169  O5 1.406, C7 1.533, H39 1.093, H40 1.101
7 C -1.568 -2.939 -1.962  C6 1.533, C8 1.530, H41 1.090, H42 1.092
8 C -1.608 -1.416 -2.106  C7 1.530, N9 1.450, H43 1.092, H44 1.093
9 N -0.785 -0.753 -1.114  C8 1.450, C10 1.437, C28 1.341
10 C 0.615 -0.594 -1.400  N9 1.437, C11 1.526, H45 1.102, H46 1.093
11 C 1.518 -0.528 -0.172  C10 1.526, O12 1.216, N13 1.345
12 O 2.630 -1.019 -0.216  C11 1.216
13 N 1.011 0.160 0.865  C11 1.345, C14 1.453, C25 1.478
14 C -0.418 0.376 1.024  N13 1.453, C15 1.538, C28 1.522, H47 1.101
15 C -0.724 1.882 1.081  C14 1.538, C16 1.490, H48 1.090, H49 1.094
16 C 0.064 2.392 2.238  C15 1.490, C17 1.367, C24 1.425
17 C 1.170 1.724 2.683  C16 1.367, N18 1.372, C25 1.503
18 N 1.661 2.343 3.804  C17 1.372, C19 1.367, H50 1.005
19 C 0.867 3.416 4.101  N18 1.367, C20 1.388, C24 1.417
20 C 0.952 4.339 5.135  C19 1.388, C21 1.379, H51 1.080
21 C -0.005 5.331 5.185  C20 1.379, C22 1.398, H52 1.080
22 C -1.025 5.405 4.233  C21 1.398, C23 1.376, H53 1.080
23 C -1.117 4.493 3.206  C22 1.376, C24 1.394, H54 1.080
24 C -0.162 3.481 3.129  C16 1.425, C19 1.417, C23 1.394
25 C 1.852 0.565 2.011  N13 1.478, C17 1.503, C26 1.536, C27 1.533
26 C 3.215 1.080 1.524  C25 1.536, H55 1.085, H56 1.087, H57 1.088
27 C 2.036 -0.628 2.957  C25 1.533, H58 1.087, H59 1.087, H60 1.088
28 C -1.337 -0.314 0.027  N9 1.341, C14 1.522, O29 1.217
29 O -2.521 -0.431 0.282  C28 1.217
30 H -1.515 -6.180 -7.969  C1 1.087
31 H 0.178 -6.059 -7.485  C1 1.088
32 H -1.081 -6.267 -6.266  C1 1.087
33 H -0.794 -3.837 -8.097  C2 1.092
34 H -2.000 -4.014 -6.820  C2 1.091
35 H -0.008 -2.562 -6.254  C3 1.091
36 H 0.995 -4.021 -6.276  C3 1.092
37 H -0.497 -4.993 -4.474  C4 1.100
38 H 0.381 -3.525 -3.994  C4 1.101
39 H -3.269 -3.258 -3.252  C6 1.093
40 H -2.240 -4.698 -3.030  C6 1.101
41 H -2.095 -3.236 -1.055  C7 1.090
42 H -0.533 -3.277 -1.879  C7 1.092
43 H -2.632 -1.063 -1.968  C8 1.092
44 H -1.260 -1.132 -3.102  C8 1.093
45 H 0.790 0.332 -1.971  C10 1.102
46 H 0.961 -1.429 -2.015  C10 1.093
47 H -0.706 -0.036 2.004  C14 1.101
48 H -1.793 2.034 1.227  C15 1.090
49 H -0.429 2.364 0.143  C15 1.094
50 H 2.466 2.052 4.331  N18 1.005
51 H 1.741 4.282 5.870  C20 1.080
52 H 0.033 6.066 5.974  C21 1.080
53 H -1.755 6.198 4.312  C22 1.080
54 H -1.908 4.556 2.473  C23 1.080
55 H 3.786 0.283 1.059  C26 1.085
56 H 3.778 1.473 2.366  C26 1.087
57 H 3.071 1.878 0.799  C26 1.088
58 H 2.512 -1.441 2.415  C27 1.087
59 H 2.664 -0.357 3.801  C27 1.087
60 H 1.074 -0.969 3.335  C27 1.088

Values from the calculation:
- SMILES = CCCCOCCCN1CC(=O)N2[C@@H](Cc3c([nH]c4ccccc34)C2(C)C)C1=O
- 2S+1 = 1
- HOMO level (eV) = -7.9402
- electronic energy (eV) = -34968.394
- HOMO-LUMO gap (eV) = 8.6

Here are the natural (NBO) charges for atoms 1 to 8, given in e:
1. C -0.607
2. C -0.398
3. C -0.411
4. C -0.061
5. O -0.549
6. C -0.055
7. C -0.439
8. C -0.226

***

Entry 4:
The following is a DFT calculation (the ωB97M-V functional and the def2-TZVPD basis) of the molecule C20H35NOS.

Bonds (Å) are listed after each position.
Positions of all 58 atoms, in Å:
1 C 5.301 4.227 -2.892  C2 1.524, H24 1.087, H25 1.088, H26 1.088
2 C 4.207 4.839 -2.025  C1 1.524, C3 1.529, H27 1.093, H28 1.093
3 C 2.798 4.575 -2.555  C2 1.529, C4 1.528, H29 1.092, H30 1.093
4 C 2.397 3.102 -2.498  C3 1.528, C5 1.531, H31 1.091, H32 1.092
5 C 0.926 2.886 -2.867  C4 1.531, C6 1.535, H33 1.092, H34 1.092
6 C -0.061 3.294 -1.764  C5 1.535, C7 1.529, H35 1.092, H36 1.091
7 C -0.572 2.126 -0.920  C6 1.529, C8 1.526, H37 1.093, H38 1.093
8 C 0.518 1.430 -0.108  C7 1.526, N9 1.453, H39 1.101, H40 1.095
9 N -0.092 0.538 0.863  C8 1.453, C10 1.455, H41 1.016
10 C 0.834 -0.199 1.711  N9 1.455, C11 1.528, C12 1.554, H42 1.097
11 C 1.412 -1.458 1.064  C10 1.528, H43 1.087, H44 1.088, H45 1.089
12 C 0.088 -0.496 3.041  C10 1.554, O13 1.404, C14 1.514, H46 1.096
13 O -0.393 0.716 3.562  C12 1.404, H47 0.970
14 C -1.011 -1.520 2.848  C12 1.514, C15 1.391, C23 1.390
15 C -0.764 -2.864 3.108  C14 1.391, C16 1.382, H48 1.081
16 C -1.753 -3.813 2.928  C15 1.382, C17 1.386, H49 1.079
17 C -3.006 -3.425 2.481  C16 1.386, S18 1.786, C22 1.386
18 S -4.292 -4.644 2.257  C17 1.786, C19 1.847
19 C -4.000 -5.137 0.501  S18 1.847, C20 1.518, C21 1.518, H50 1.093
20 C -4.201 -3.959 -0.435  C19 1.518, H51 1.089, H52 1.088, H53 1.089
21 C -2.637 -5.785 0.333  C19 1.518, H54 1.089, H55 1.089, H56 1.088
22 C -3.272 -2.086 2.239  C17 1.386, C23 1.383, H57 1.080
23 C -2.278 -1.142 2.419  C14 1.390, C22 1.383, H58 1.079
24 H 5.242 3.142 -2.889  C1 1.087
25 H 5.212 4.576 -3.919  C1 1.088
26 H 6.282 4.513 -2.518  C1 1.088
27 H 4.363 5.920 -1.973  C2 1.093
28 H 4.289 4.447 -1.008  C2 1.093
29 H 2.092 5.163 -1.964  C3 1.092
30 H 2.731 4.926 -3.588  C3 1.093
31 H 2.588 2.717 -1.496  C4 1.091
32 H 3.016 2.537 -3.197  C4 1.092
33 H 0.718 3.462 -3.772  C5 1.092
34 H 0.766 1.834 -3.114  C5 1.092
35 H -0.930 3.774 -2.220  C6 1.092
36 H 0.404 4.028 -1.105  C6 1.091
37 H -1.058 1.394 -1.570  C7 1.093
38 H -1.325 2.499 -0.222  C7 1.093
39 H 1.211 0.907 -0.786  C8 1.101
40 H 1.089 2.177 0.453  C8 1.095
41 H -0.716 -0.112 0.393  N9 1.016
42 H 1.652 0.487 1.962  C10 1.097
43 H 2.098 -1.954 1.746  C11 1.087
44 H 1.958 -1.197 0.160  C11 1.088
45 H 0.616 -2.153 0.804  C11 1.089
46 H 0.806 -0.885 3.773  C12 1.096
47 H -0.711 1.225 2.800  O13 0.970
48 H 0.209 -3.169 3.464  C15 1.081
49 H -1.561 -4.853 3.147  C16 1.079
50 H -4.788 -5.879 0.343  C19 1.093
51 H -3.434 -3.204 -0.268  C20 1.089
52 H -5.177 -3.506 -0.275  C20 1.088
53 H -4.139 -4.293 -1.470  C20 1.089
54 H -1.845 -5.058 0.507  C21 1.089
55 H -2.534 -6.173 -0.678  C21 1.089
56 H -2.517 -6.608 1.035  C21 1.088
57 H -4.259 -1.788 1.918  C22 1.080
58 H -2.495 -0.100 2.239  C23 1.079

Values from the calculation:
- SMILES = CCCCCCCCN[C@H](C)[C@@H](O)c1ccc(SC(C)C)cc1
- 2S+1 = 1
- HOMO level (eV) = -8.6778
- electronic energy (eV) = -35681.435
- HOMO-LUMO gap (eV) = 9.3

Here are the natural (NBO) charges for atoms 1 to 8, given in e:
1. C -0.607
2. C -0.388
3. C -0.393
4. C -0.397
5. C -0.399
6. C -0.395
7. C -0.395
8. C -0.211

***

Entry 5:
The following is a DFT calculation (the ωB97M-V functional and the def2-TZVPD basis) of a cluster of 3 separate species, C5H17N2O3 in total.

Bonds (Å) are listed after each position.
Positions of all 27 atoms, in Å:
1 C -1.967 1.447 -0.091  N2 1.460, H9 1.091, H10 1.095, H11 1.097
2 N -0.734 1.311 -0.862  C1 1.460, C3 1.459, H12 1.023
3 C 0.216 0.426 -0.196  N2 1.459, C4 1.526, C7 1.580, H13 1.094
4 C 1.563 0.539 -0.904  C3 1.526, C5 1.533, H14 1.096, H15 1.096
5 C 2.735 -0.050 -0.111  C4 1.533, N6 1.473, H16 1.090, H17 1.088
6 N 3.003 0.595 1.186  C5 1.473, H18 1.015, H19 1.014
7 C -0.309 -1.062 -0.262  C3 1.580, O8 1.367, H20 1.109, H21 1.111
8 O -0.906 -1.292 -1.470  C7 1.367
9 H -2.679 2.073 -0.633  C1 1.091
10 H -1.737 1.950 0.854  C1 1.095
11 H -2.454 0.485 0.114  C1 1.097
12 H -0.984 0.804 -1.714  N2 1.023
13 H 0.323 0.750 0.844  C3 1.094
14 H 1.785 1.588 -1.129  C4 1.096
15 H 1.477 0.011 -1.861  C4 1.096
16 H 3.643 0.035 -0.709  C5 1.090
17 H 2.555 -1.103 0.095  C5 1.088
18 H 3.030 1.602 1.061  N6 1.015
19 H 2.229 0.403 1.813  N6 1.014
20 H 0.564 -1.732 -0.122  C7 1.109
21 H -1.027 -1.219 0.571  C7 1.111
22 H -3.621 -1.907 -2.086  O24 0.961
23 H -2.295 -1.757 -1.288  O24 1.050
24 O -3.297 -2.054 -1.193  H22 0.961, H23 1.050
25 H -0.800 -0.073 2.330  O27 0.964
26 H -0.042 -1.323 2.719  O27 0.962
27 O -0.271 -0.446 3.044  H25 0.964, H26 0.962

Values from the calculation:
- 2S+1 = 1
- HOMO level (eV) = -3.9934
- electronic energy (eV) = -14584.078
- charge = -1
- HOMO-LUMO gap (eV) = 7.7

Here are the natural (NBO) charges for atoms 1 to 8, given in e:
1. C -0.420
2. N -0.654
3. C -0.091
4. C -0.421
5. C -0.213
6. N -0.847
7. C -0.054
8. O -0.942